[1]
Here is a structure of composition C40H24ClI2N3O3S2W in a non-equilibrium geometry from the OMol25 dataset. Energies are from the ωB97M-V functional and the def2-TZVPD basis.

- energy relative to the best compared isomer or geometry (same formula, charge and spin) (kJ/mol) = 0.0
- expectation value of S² = 2.036
- E_LUMO (spin up / spin down) (eV) = -1.9 / -1.8
- 2S+1 = 3
- net charge = 0
- frontier orbital gap (spin up / spin down) (eV) = 5.2 / 5.5

CARTESIAN COORDINATES (ANGSTROEM)
W (-0.349, -0.040, 0.560)
Cl (1.163, -5.032, 5.462)
C (0.397, -3.707, 4.714)
C (-0.965, -3.822, 4.291)
C (-1.465, -2.861, 3.432)
C (-0.692, -1.786, 3.047)
O (-1.203, -1.075, 2.013)
C (0.635, -1.595, 3.571)
C (1.490, -0.566, 3.073)
N (1.100, 0.311, 2.106)
C (1.724, 1.531, 2.083)
C (2.950, 1.839, 2.734)
C (3.436, 3.175, 2.733)
C (2.793, 4.139, 2.032)
C (1.511, 3.890, 1.422)
C (0.688, 4.932, 0.931)
C (-0.331, 4.533, 0.061)
C (-0.678, 3.196, -0.065)
N (-0.080, 2.201, 0.622)
C (1.049, 2.567, 1.320)
C (1.156, -2.588, 4.450)
H (-1.567, -4.647, 4.662)
H (-2.474, -2.981, 3.050)
H (2.530, -0.593, 3.385)
H (3.440, 1.089, 3.306)
H (4.326, 3.459, 3.299)
H (3.192, 5.138, 2.007)
H (0.883, 5.971, 1.206)
H (-0.807, 5.221, -0.614)
H (-1.452, 2.931, -0.765)
H (2.140, -2.467, 4.902)
S (3.143, -1.824, 0.578)
C (1.707, -2.529, 0.128)
N (0.388, -2.155, 0.201)
C (-0.496, -3.200, -0.149)
C (-1.885, -3.234, 0.046)
C (-2.551, -4.403, -0.263)
C (-1.885, -5.558, -0.667)
C (-0.506, -5.561, -0.882)
C (0.160, -4.365, -0.635)
S (1.862, -4.164, -0.608)
H (-2.411, -2.422, 0.552)
H (-3.630, -4.460, -0.148)
H (-2.421, -6.468, -0.808)
H (0.040, -6.444, -1.190)
I (-3.232, 1.197, 1.631)
C (-3.831, 0.736, -0.374)
C (-5.142, 1.065, -0.681)
C (-5.795, 0.724, -1.885)
C (-5.061, 0.105, -2.852)
C (-3.688, -0.124, -2.626)
C (-2.967, -0.686, -3.705)
C (-1.664, -1.107, -3.542)
C (-1.026, -0.914, -2.301)
C (-1.710, -0.368, -1.224)
C (-3.037, 0.074, -1.356)
H (-5.752, 1.549, 0.062)
H (-6.823, 0.978, -2.033)
H (-5.454, -0.171, -3.831)
H (-3.449, -0.833, -4.674)
H (-1.133, -1.553, -4.375)
H (0.036, -1.156, -2.204)
I (6.350, 4.683, -3.358)
C (4.702, 3.447, -2.889)
C (3.619, 3.430, -3.794)
C (2.478, 2.695, -3.525)
C (2.284, 2.041, -2.301)
C (3.434, 1.930, -1.502)
C (4.628, 2.600, -1.790)
C (0.978, 1.361, -1.904)
O (-0.024, 1.668, -2.586)
O (1.040, 0.490, -0.924)
H (3.660, 4.009, -4.706)
H (1.661, 2.697, -4.245)
H (3.415, 1.307, -0.615)
H (5.452, 2.547, -1.075)

=====

[2]
Here is a structure of composition C40H26BrCaClF7N2O4PSSb in a non-equilibrium geometry from the OMol25 dataset. Energies are from the ωB97M-V functional and the def2-TZVPD basis.

- energy relative to the best compared isomer or geometry (same formula, charge and spin) (kJ/mol) = 124.2
- E_LUMO (eV) = -3.2
- net charge = +1
- frontier orbital gap (eV) = 7.9

CARTESIAN COORDINATES (ANGSTROEM)
Ca (-0.958, -1.293, 0.288)
F (4.167, -7.251, -0.205)
C (3.636, -6.040, -0.192)
C (4.385, -4.954, -0.594)
F (5.638, -5.126, -0.988)
C (3.818, -3.694, -0.574)
F (4.599, -2.682, -0.951)
C (2.510, -3.480, -0.170)
P (1.835, -1.797, -0.074)
C (2.886, -0.983, 1.167)
C (4.067, -0.302, 0.875)
C (4.798, 0.287, 1.897)
C (4.364, 0.193, 3.214)
C (3.199, -0.500, 3.514)
C (2.460, -1.080, 2.491)
C (2.164, -1.095, -1.724)
C (2.061, -1.932, -2.836)
C (2.144, -1.407, -4.118)
C (2.315, -0.042, -4.303)
C (2.394, 0.801, -3.203)
C (2.312, 0.275, -1.921)
C (1.774, -4.598, 0.238)
Br (-0.014, -4.511, 0.825)
C (2.329, -5.861, 0.226)
F (1.646, -6.937, 0.603)
H (4.434, -0.251, -0.142)
H (5.716, 0.811, 1.663)
H (4.938, 0.654, 4.007)
H (2.859, -0.587, 4.538)
H (1.546, -1.611, 2.736)
H (1.917, -3.000, -2.714)
H (2.071, -2.068, -4.972)
H (2.383, 0.365, -5.303)
H (2.520, 1.868, -3.337)
H (2.369, 0.935, -1.071)
O (-2.414, -2.575, 2.089)
Cl (-2.305, -1.140, 2.420)
O (-2.962, -0.759, 3.610)
O (-0.841, -0.857, 2.444)
O (-2.816, -0.427, 1.209)
S (-2.050, -2.567, -1.870)
C (-3.440, -3.527, -1.601)
N (-3.997, -3.610, -0.365)
C (-5.094, -4.347, -0.080)
C (-5.685, -5.048, -1.077)
C (-5.088, -4.933, -2.343)
N (-4.018, -4.210, -2.610)
H (-3.562, -3.083, 0.387)
H (-5.430, -4.320, 0.947)
H (-6.562, -5.652, -0.903)
H (-5.516, -5.465, -3.187)
F (3.038, 6.860, 0.604)
C (2.294, 5.753, 0.461)
C (0.917, 5.883, 0.438)
C (0.147, 4.741, 0.296)
C (0.750, 3.485, 0.168)
C (2.140, 3.399, 0.203)
C (2.929, 4.537, 0.355)
Sb (-0.526, 1.799, 0.063)
C (-1.944, 2.455, -1.368)
C (-1.573, 3.384, -2.340)
C (-2.469, 3.783, -3.324)
C (-3.734, 3.234, -3.319)
F (-4.605, 3.620, -4.265)
C (-4.139, 2.303, -2.386)
C (-3.230, 1.911, -1.412)
C (-1.524, 2.414, 1.858)
C (-0.803, 2.355, 3.053)
C (-1.365, 2.785, 4.247)
C (-2.658, 3.270, 4.224)
F (-3.215, 3.684, 5.375)
C (-3.402, 3.349, 3.067)
C (-2.822, 2.915, 1.881)
H (0.467, 6.862, 0.539)
H (-0.932, 4.843, 0.296)
H (2.646, 2.444, 0.143)
H (4.008, 4.486, 0.395)
H (-0.581, 3.819, -2.338)
H (-2.200, 4.505, -4.083)
H (-5.142, 1.901, -2.432)
H (-3.553, 1.176, -0.683)
H (0.214, 1.976, 3.070)
H (-0.824, 2.752, 5.183)
H (-4.408, 3.744, 3.100)
H (-3.405, 2.985, 0.970)

=====

Question: Which of these has the lowest net charge?
Answer: C40H24ClI2N3O3S2W

=====

Question: Look up the energy relative to the best compared isomer or geometry (same formula, charge and spin) of the first one.
Answer: 0.0 kJ/mol